*1*
A cluster of 5 separate species, H10O5 in total, computed with wB97M-V/def2-TZVPD.

Each line ends with the natural charge from an NBO analysis.
Positions of all 15 atoms, in Å:
O  14.614  24.854  23.319  -0.915
H  15.224  24.623  22.636  0.462
H  14.633  23.891  23.617  0.474
O  12.667  23.523  21.704  -1.018
H  13.294  24.125  22.125  0.495
H  11.899  23.928  21.238  0.503
O  11.782  21.132  23.025  -0.949
H  11.933  20.368  22.542  0.448
H  11.918  21.745  22.225  0.491
O  9.329  22.987  20.187  -0.931
H  8.387  23.387  20.428  0.449
H  9.753  23.819  20.081  0.461
O  10.623  25.308  20.676  -0.930
H  10.253  25.754  20.001  0.472
H  9.922  25.368  21.392  0.488

Kohn-Sham gap in Eh: 0.390
SMILES: O.O.O.O.O
Total charge: 0


*2*
A structure of composition H10O5, computed with wB97M-V/def2-TZVPD.

Each line ends with the natural charge from an NBO analysis.
Positions of all 15 atoms, in Å:
O  1.255  -2.008  0.898  -1.177
H  0.136  -1.430  0.562  0.536
H  2.210  -2.091  0.885  0.490
O  -0.902  -1.206  0.137  -0.809
H  -0.734  -0.436  -0.456  0.551
H  -1.137  -1.874  -0.495  0.514
O  0.216  1.276  -1.350  -1.146
H  0.906  1.034  -0.367  0.494
O  1.434  0.532  0.557  -0.932
H  1.453  -0.481  0.668  0.520
H  1.331  1.145  1.296  0.515
H  0.836  1.667  -1.965  0.471
O  -2.105  1.375  -0.112  -0.995
H  -1.421  1.546  -0.815  0.504
H  -2.847  1.876  -0.467  0.464

Kohn-Sham gap in Eh: 0.398
Total charge: 0


The least stable of them is *2*.


*1*
A cluster of 5 separate species, H10O5 in total, computed with wB97M-V/def2-TZVPD.

Each line ends with the natural charge from an NBO analysis.
Positions of all 15 atoms, in Å:
O  0.187  0.542  -5.756  -0.934
H  0.006  -0.129  -6.414  0.468
H  -0.664  0.720  -5.355  0.466
O  3.793  -1.103  3.279  -0.939
H  4.746  -1.136  3.202  0.467
H  3.483  -1.000  2.379  0.472
O  0.551  -0.535  -0.610  -0.940
H  -0.367  -0.714  -0.408  0.471
H  0.608  -0.614  -1.562  0.468
O  -4.369  -0.790  -1.358  -0.935
H  -4.639  -1.337  -2.095  0.467
H  -4.448  0.107  -1.683  0.468
O  0.179  2.277  5.268  -0.937
H  0.162  2.092  6.207  0.466
H  0.773  1.620  4.905  0.471

Kohn-Sham gap in Eh: 0.428
SMILES: O.O.O.O.O
Total charge: 0


*2*
A structure of composition H10O5, computed with wB97M-V/def2-TZVPD.

Each line ends with the natural charge from an NBO analysis.
Positions of all 15 atoms, in Å:
H  -1.121  1.178  -0.223  0.425
H  -0.999  -0.082  -1.065  0.461
H  -0.282  0.429  2.247  0.462
H  0.866  0.139  3.199  0.468
H  2.537  -0.825  -3.471  0.469
H  3.405  0.243  -2.826  0.463
H  -3.958  0.266  2.111  0.471
H  -2.805  0.351  3.097  0.461
H  1.565  -0.486  -1.347  0.457
H  0.365  -1.216  -0.768  0.460
O  -0.612  0.793  -0.946  -0.892
O  0.624  0.101  2.267  -0.930
O  3.218  -0.174  -3.674  -0.931
O  -3.408  -0.278  2.686  -0.932
O  0.604  -0.441  -1.289  -0.914

Kohn-Sham gap in Eh: 0.328
Total charge: 0


*3*
A cluster of 5 separate species, H10O5 in total, computed with wB97M-V/def2-TZVPD.

Each line ends with the natural charge from an NBO analysis.
Positions of all 15 atoms, in Å:
O  -1.115  1.597  2.826  -0.940
H  -0.784  2.109  2.106  0.450
H  -0.896  0.724  2.601  0.471
O  -0.379  -1.369  -2.044  -0.957
H  -0.128  -1.383  -2.992  0.482
H  -1.313  -1.182  -2.120  0.481
O  2.034  1.411  -2.070  -0.950
H  1.382  0.747  -2.186  0.469
H  2.266  1.802  -2.926  0.480
O  -1.227  -1.062  2.435  -0.941
H  -0.384  -0.830  2.056  0.483
H  -1.655  -1.329  1.623  0.459
O  0.676  -0.509  0.632  -0.967
H  0.434  -0.979  -0.180  0.494
H  1.091  0.254  0.239  0.483

Kohn-Sham gap in Eh: 0.379
SMILES: O.O.O.O.O
Total charge: 0


*4*
A cluster of 5 separate species, H10O5 in total, computed with wB97M-V/def2-TZVPD.

Each line ends with the natural charge from an NBO analysis.
Positions of all 15 atoms, in Å:
O  1.959  2.720  -0.393  -0.961
H  2.438  2.354  -1.136  0.460
H  1.453  1.984  -0.047  0.485
O  -1.366  -1.164  1.333  -0.953
H  -2.268  -0.999  1.608  0.473
H  -1.208  -2.079  1.562  0.484
O  -1.372  -0.587  -1.933  -0.943
H  -2.192  -0.572  -1.439  0.467
H  -1.452  -1.349  -2.508  0.477
O  1.994  -0.853  0.568  -0.966
H  1.261  -0.243  0.482  0.481
H  1.609  -1.715  0.410  0.452
O  0.079  0.966  0.448  -0.955
H  -0.596  0.846  -0.219  0.499
H  -0.339  0.692  1.265  0.501

Kohn-Sham gap in Eh: 0.374
SMILES: O.O.O.O.O
Total charge: 0


The least stable of them is *2*.


*1*
A cluster of 5 separate species, H10O5 in total, computed with wB97M-V/def2-TZVPD.

Each line ends with the natural charge from an NBO analysis.
Positions of all 15 atoms, in Å:
O  1.235  -4.668  2.057  -0.938
H  1.249  -4.316  1.167  0.470
H  0.740  -4.022  2.562  0.467
O  -0.230  0.252  0.136  -0.943
H  0.523  -0.259  -0.160  0.473
H  0.111  1.139  0.248  0.470
O  -3.894  -0.758  -0.918  -0.942
H  -3.059  -0.425  -0.588  0.477
H  -4.222  -0.062  -1.487  0.464
O  2.984  -1.676  -0.623  -0.941
H  3.155  -0.798  -0.282  0.466
H  3.765  -1.892  -1.131  0.475
O  -0.855  5.454  -0.415  -0.936
H  -0.013  5.908  -0.410  0.467
H  -1.489  6.122  -0.156  0.469

Kohn-Sham gap in Eh: 0.422
SMILES: O.O.O.O.O
Total charge: 0


*2*
A cluster of 5 separate species, H10O5 in total, computed with wB97M-V/def2-TZVPD.

Each line ends with the natural charge from an NBO analysis.
Positions of all 15 atoms, in Å:
O  0.191  1.296  -0.023  -0.945
H  0.339  2.022  0.552  0.470
H  -0.517  0.748  0.493  0.482
O  -2.916  -0.966  0.727  -0.955
H  -2.884  -1.336  1.557  0.479
H  -3.842  -0.787  0.484  0.480
O  2.163  0.316  -1.686  -0.949
H  3.044  0.673  -1.536  0.453
H  1.639  0.944  -1.252  0.487
O  2.583  2.198  0.207  -0.947
H  3.364  2.740  0.027  0.475
H  2.654  1.970  1.127  0.475
O  -1.942  -3.066  0.528  -0.948
H  -2.872  -2.908  0.449  0.461
H  -1.559  -2.289  0.073  0.482

Kohn-Sham gap in Eh: 0.388
SMILES: O.O.O.O.O
Total charge: 0


The least stable of them is *2*.


*1*
A cluster of 5 separate species, H10O5 in total, computed with wB97M-V/def2-TZVPD.

Each line ends with the natural charge from an NBO analysis.
Positions of all 15 atoms, in Å:
O  0.509  3.552  -4.172  -0.935
H  0.469  2.973  -3.411  0.469
H  1.143  4.227  -3.928  0.466
O  1.959  3.051  0.212  -0.942
H  1.500  3.729  0.708  0.472
H  2.822  3.426  0.036  0.470
O  -2.267  -6.508  0.371  -0.935
H  -1.974  -5.604  0.480  0.468
H  -1.857  -6.797  -0.444  0.467
O  1.010  -1.458  1.033  -0.941
H  1.279  -0.647  0.601  0.472
H  1.717  -1.647  1.650  0.470
O  -2.340  0.853  2.413  -0.938
H  -2.396  -0.082  2.611  0.470
H  -1.575  0.932  1.842  0.468

Kohn-Sham gap in Eh: 0.430
SMILES: O.O.O.O.O
Total charge: 0


*2*
A cluster of 5 separate species, H10O5 in total, computed with wB97M-V/def2-TZVPD.

Each line ends with the natural charge from an NBO analysis.
Positions of all 15 atoms, in Å:
O  1.000  1.865  -0.405  -0.980
H  1.580  1.002  -0.502  0.530
H  1.377  2.487  0.311  0.492
O  2.353  -0.817  -0.549  -0.973
H  1.592  -1.169  -0.035  0.503
H  3.064  -0.872  0.058  0.466
O  -0.067  -1.561  0.447  -1.022
H  -0.257  -1.870  1.386  0.485
H  -0.402  -0.581  0.577  0.508
O  -1.033  1.027  0.823  -1.035
H  -1.780  0.866  0.145  0.499
H  -0.349  1.548  0.249  0.496
O  -2.420  -0.261  -0.958  -0.961
H  -3.114  -0.853  -0.608  0.485
H  -1.543  -0.813  -0.940  0.505

Kohn-Sham gap in Eh: 0.412
SMILES: O.O.O.O.O
Total charge: 0


*3*
A cluster of 5 separate species, H10O5 in total, computed with wB97M-V/def2-TZVPD.

Each line ends with the natural charge from an NBO analysis.
Positions of all 15 atoms, in Å:
O  -0.019  -0.403  1.936  -0.917
H  0.902  -0.358  1.628  0.460
H  -0.286  0.441  1.781  0.457
O  -3.909  -0.476  -0.523  -0.918
H  -4.721  0.076  -0.439  0.437
H  -3.619  -0.748  0.272  0.472
O  -2.283  -1.288  -0.763  -0.910
H  -1.707  -0.527  -0.834  0.466
H  -1.687  -2.037  -0.439  0.453
O  5.607  -0.973  -0.625  -0.945
H  4.998  -0.453  -0.095  0.469
H  5.161  -1.842  -0.877  0.477
O  0.262  3.124  -0.397  -0.944
H  1.155  3.336  -0.140  0.475
H  0.145  2.126  -0.484  0.470

Kohn-Sham gap in Eh: 0.370
SMILES: O.O.O.O.O
Total charge: 0


*4*
A cluster of 5 separate species, H10O5 in total, computed with wB97M-V/def2-TZVPD.

Each line ends with the natural charge from an NBO analysis.
Positions of all 15 atoms, in Å:
O  -0.915  0.271  -3.002  -0.948
H  -0.948  -0.051  -2.093  0.479
H  -0.958  -0.517  -3.563  0.468
O  -1.786  2.017  0.336  -0.945
H  -1.945  1.190  0.811  0.458
H  -1.046  1.761  -0.245  0.483
O  1.893  0.236  1.739  -0.975
H  2.131  0.800  2.483  0.486
H  1.484  -0.552  2.150  0.506
O  0.130  -2.043  1.339  -0.964
H  -0.823  -1.935  1.273  0.474
H  0.454  -1.808  0.459  0.490
O  0.400  0.133  -0.529  -1.019
H  1.008  0.412  0.183  0.519
H  0.921  0.084  -1.340  0.488

Kohn-Sham gap in Eh: 0.419
SMILES: O.O.O.O.O
Total charge: 0


The least stable of them is *3*.